No. 1
Density functional theory data (ωB97M-V with the def2-TZVPD basis set) for 3 unconnected molecules or ions with the total composition C8H24BrN2O2.

Calculated values
total charge = +1
largest force on an atom = 2.50 eV Å⁻¹
frontier orbital gap = 8.551 eV
HOMO = -11.03 eV
ΔE to the lowest compared entry with this formula, charge and spin = 50.3 kJ/mol
2S+1 = 1
energy = -85796.4315 eV

Last column: Mulliken charge in e.
Element x y z (Å)
C: 13.798 -1.747 -13.932  -1.461
C: 12.664 -1.549 -14.961  0.333
C: 13.096 -1.114 -16.342  -0.822
O: 13.857 -2.070 -17.007  -0.316
C: 13.378 -2.464 -18.293  -0.765
N: 11.862 -2.807 -15.044  0.000
H: 11.099 -2.638 -15.701  0.378
H: 12.445 -3.549 -15.462  -0.078
H: 11.553 -3.222 -14.166  0.385
H: 14.464 -2.541 -14.283  0.377
H: 13.409 -2.091 -12.972  0.404
H: 14.397 -0.854 -13.780  0.385
H: 12.136 -0.738 -14.456  0.188
H: 13.621 -0.157 -16.234  0.475
H: 12.215 -0.763 -16.900  0.440
H: 13.818 -1.806 -19.044  0.327
H: 12.303 -2.620 -18.367  0.334
H: 13.858 -3.424 -18.490  0.269
C: 11.642 -11.260 -14.597  -1.381
C: 11.700 -9.808 -15.091  0.331
C: 11.361 -8.784 -14.017  -0.877
O: 12.402 -8.601 -13.118  -0.316
C: 12.273 -7.383 -12.375  -0.622
N: 13.125 -9.499 -15.537  -0.094
H: 13.830 -9.949 -14.957  0.345
H: 13.215 -9.947 -16.452  0.376
H: 13.239 -8.485 -15.691  -0.113
H: 12.459 -11.905 -14.924  0.403
H: 10.715 -11.764 -14.870  0.345
H: 11.637 -11.315 -13.506  0.350
H: 11.073 -9.631 -15.960  0.468
H: 10.392 -9.090 -13.603  0.422
H: 11.139 -7.866 -14.577  0.435
H: 11.976 -6.541 -13.000  0.182
H: 13.249 -7.177 -11.948  0.260
H: 11.516 -7.571 -11.612  0.317
Br: 13.484 -5.978 -15.705  -0.685

---

No. 2
Density functional theory data (ωB97M-V with the def2-TZVPD basis set) for a molecular structure, C4H8O2.

Calculated values
largest force on an atom = 0.82 eV Å⁻¹
frontier orbital gap = 10.646 eV
HOMO = -9.79 eV
ΔE to the lowest compared entry with this formula, charge and spin = 245.6 kJ/mol
2S+1 = 1
energy = -8370.7361 eV

Last column: Mulliken charge in e.
Element x y z (Å)
C: -0.745 -0.460 1.303  -1.361
C: 0.209 0.206 0.312  1.101
O: 1.100 0.983 1.072  -0.561
C: -0.719 0.619 -1.013  -0.575
O: -0.284 -0.618 -1.588  -0.397
C: 0.874 -0.620 -0.777  -0.720
H: -1.677 0.070 1.153  0.303
H: -0.447 -0.328 2.348  0.395
H: -0.912 -1.520 1.106  0.297
H: 1.900 1.166 0.561  0.333
H: -0.409 1.466 -1.652  0.261
H: -1.826 0.625 -0.996  0.280
H: 1.654 0.027 -1.230  0.334
H: 1.283 -1.617 -0.599  0.312